# 1
C4H6N2 | the ωB97M-V functional and the def2-TZVPD basis

The calculation puts the energy above the lowest of the compared OMol25 structures with the same formula, charge and spin at 195.73 kJ/mol. The molar mass is 82.11 g/mol. Its SMILES is N#CCN1CC1. The HOMO energy comes out at -9.82 eV. The calculated total energy is -7223.562 eV.

Last column: natural (NBO) charge in e.
CARTESIAN COORDINATES (ANGSTROEM)
N (2.483, 1.595, -0.461)  -0.3146
C (1.860, 0.629, -0.332)  0.2687
C (1.057, -0.601, -0.218)  -0.3294
N (-0.105, -0.464, 0.657)  -0.3933
C (-1.411, -0.531, 0.019)  -0.2510
C (-0.901, 0.750, 0.559)  -0.2562
H (0.779, -0.895, -1.241)  0.2215
H (1.701, -1.392, 0.183)  0.2458
H (-2.168, -1.108, 0.544)  0.2073
H (-1.435, -0.631, -1.067)  0.1878
H (-0.594, 1.515, -0.151)  0.2033
H (-1.267, 1.132, 1.509)  0.2102

=====

# 2
C40H37GeN2O7PY | the ωB97M-V functional and the def2-TZVPD basis

The calculation puts the energy above the lowest of the compared OMol25 structures with the same formula, charge and spin at 0.00 kJ/mol. The molar mass is 850.23 g/mol. As for the total charge: -1. The HOMO energy comes out at -3.47 eV. The calculated total energy is -126247.536 eV.

Last column: Mulliken charge in e.
CARTESIAN COORDINATES (ANGSTROEM)
Y (0.159, 0.531, 0.021)  0.5106
O (-0.363, -3.645, -0.732)  -0.7406
C (-0.710, -2.654, -0.094)  0.1225
O (-0.800, -1.454, -0.538)  -0.1916
C (-1.092, -2.826, 1.395)  -1.2300
P (-0.368, -1.471, 2.402)  1.2243
C (1.346, -2.028, 2.649)  0.6061
C (1.930, -3.005, 1.848)  -0.5509
C (3.299, -3.248, 1.922)  -0.5946
C (4.093, -2.524, 2.796)  -0.5245
C (3.515, -1.551, 3.605)  -0.6180
C (2.156, -1.302, 3.526)  -0.7496
C (-1.161, -1.602, 4.032)  0.1834
C (-2.151, -0.675, 4.350)  -0.4905
C (-2.809, -0.741, 5.573)  -0.5033
C (-2.471, -1.726, 6.489)  -0.4588
C (-1.475, -2.647, 6.185)  -0.6189
C (-0.825, -2.587, 4.962)  -0.3623
H (-0.803, -3.814, 1.747)  0.5536
H (-2.179, -2.754, 1.471)  0.6874
H (1.343, -3.572, 1.135)  0.3068
H (3.738, -4.001, 1.278)  0.4313
H (5.162, -2.699, 2.836)  0.3925
H (4.133, -0.959, 4.270)  0.3741
H (1.731, -0.503, 4.124)  0.3755
H (-2.396, 0.108, 3.640)  0.3863
H (-3.576, -0.013, 5.810)  0.3937
H (-2.977, -1.774, 7.445)  0.3629
H (-1.205, -3.413, 6.902)  0.3903
H (-0.040, -3.297, 4.726)  0.3963
C (1.593, -1.917, -2.912)  -0.8639
C (2.501, -1.223, -1.966)  -0.2719
N (2.132, -0.566, -0.876)  0.9703
C (3.273, -0.039, -0.319)  0.2275
C (4.353, -0.384, -1.078)  -0.0426
N (3.836, -1.143, -2.104)  0.2082
C (5.812, -0.159, -0.998)  0.4562
O (6.242, 0.553, 0.017)  -0.5960
O (6.544, -0.621, -1.849)  -0.6649
C (3.144, 0.788, 0.926)  0.9249
O (4.167, 1.277, 1.432)  -0.9363
O (1.951, 0.917, 1.328)  -0.6629
H (0.849, -2.484, -2.358)  -0.0952
H (2.155, -2.585, -3.566)  0.4391
H (1.090, -1.172, -3.535)  -0.0674
H (4.400, -1.534, -2.838)  0.2349
H (5.466, 0.851, 0.612)  0.4345
C (-3.355, 0.251, 0.551)  -0.3120
O (-2.096, 0.916, 0.614)  -0.6059
H (-3.842, 0.432, -0.404)  0.0579
H (-4.006, 0.587, 1.362)  0.2781
H (-3.171, -0.816, 0.647)  0.0589
H (-2.073, 1.761, 0.122)  0.2142
C (-0.215, 2.638, -0.627)  -1.4409
Ge (-0.877, 2.843, -2.346)  2.4685
C (-2.733, 2.218, -2.775)  -0.2783
C (-3.024, 0.858, -2.915)  -0.0190
C (-4.321, 0.399, -3.118)  -0.6794
C (-5.377, 1.302, -3.167)  -0.3915
C (-5.117, 2.658, -3.009)  -0.6108
C (-3.813, 3.103, -2.820)  -0.6168
C (0.311, 1.772, -3.561)  0.1124
C (-0.054, 1.184, -4.777)  -0.4502
C (0.895, 0.696, -5.667)  -0.6146
C (2.250, 0.792, -5.367)  -0.5299
C (2.641, 1.375, -4.169)  -0.6174
C (1.681, 1.853, -3.283)  -0.6025
C (-0.809, 4.605, -3.270)  -0.1576
C (-1.355, 4.825, -4.535)  -0.0627
C (-1.255, 6.062, -5.158)  -0.6774
C (-0.605, 7.111, -4.518)  -0.3705
C (-0.057, 6.912, -3.258)  -0.5116
C (-0.161, 5.668, -2.644)  -0.5669
H (-0.732, 3.332, 0.062)  0.5792
H (-2.226, 0.124, -2.837)  0.3354
H (-4.505, -0.665, -3.227)  0.3885
H (-6.391, 0.953, -3.323)  0.3598
H (-5.931, 3.376, -3.038)  0.3816
H (-3.636, 4.171, -2.714)  0.3639
H (-1.103, 1.126, -5.055)  0.2851
H (0.579, 0.251, -6.605)  0.3804
H (2.992, 0.427, -6.070)  0.3815
H (3.693, 1.474, -3.927)  0.4475
H (1.993, 2.333, -2.359)  0.5023
H (-1.869, 4.015, -5.049)  0.3180
H (-1.684, 6.209, -6.144)  0.3821
H (-0.526, 8.079, -5.001)  0.3529
H (0.454, 7.725, -2.753)  0.3927
H (0.276, 5.506, -1.659)  0.3164

=====

# 3
C46H51FMoN6O6Te | the ωB97M-V functional and the def2-TZVPD basis

The molar mass is 1026.49 g/mol. As for the total charge: +2. The HOMO energy (alpha / beta) comes out at -9.11 / -11.74 eV. Its spin multiplicity is 3. The calculated total energy is -81609.478 eV.

Last column: Mulliken charge in e.
CARTESIAN COORDINATES (ANGSTROEM)
Mo (-1.105, -1.225, -0.563)  0.9870
C (4.266, -0.164, 5.163)  -0.9483
C (4.461, 0.065, 3.670)  -1.0501
N (3.180, 0.133, 2.939)  0.1820
C (2.654, -1.011, 2.482)  -0.1172
C (1.506, -1.083, 1.746)  -0.3403
C (1.041, -2.436, 1.288)  0.1019
O (1.253, -3.396, 2.012)  -0.8805
O (0.470, -2.457, 0.131)  -0.2308
C (0.788, 0.090, 1.452)  1.3443
O (-0.254, 0.128, 0.770)  -0.4038
C (1.282, 1.309, 2.049)  1.2988
C (0.581, 2.502, 1.899)  -0.6323
C (1.006, 3.641, 2.507)  0.3490
F (0.259, 4.745, 2.347)  -0.3441
C (2.177, 3.683, 3.285)  -1.6430
C (2.897, 2.506, 3.393)  -0.3398
C (2.467, 1.312, 2.801)  -0.4857
N (2.677, 4.848, 3.917)  0.1464
C (2.060, 6.155, 3.633)  -0.7545
C (2.915, 7.250, 4.301)  -0.7611
N (4.298, 6.697, 4.496)  -0.1283
C (4.284, 5.635, 5.562)  -0.7611
C (3.038, 4.763, 5.334)  -0.5055
H (5.234, -0.200, 5.662)  0.3971
H (3.758, -1.115, 5.339)  0.3463
H (3.664, 0.628, 5.613)  0.2685
H (5.033, -0.751, 3.238)  0.4778
H (5.024, 0.974, 3.478)  0.4705
H (3.199, -1.920, 2.709)  0.6055
H (-0.329, 2.517, 1.309)  0.6272
H (3.821, 2.528, 3.953)  0.6778
H (1.039, 6.235, 4.006)  0.4609
H (2.038, 6.305, 2.558)  0.5164
H (2.534, 7.529, 5.279)  0.3488
H (2.964, 8.140, 3.681)  0.3885
H (4.975, 7.426, 4.710)  0.3390
H (4.566, 6.246, 3.621)  0.3761
H (4.257, 6.117, 6.536)  0.3668
H (5.206, 5.066, 5.476)  0.4282
H (2.210, 5.113, 5.960)  0.3043
H (3.250, 3.741, 5.624)  0.4000
C (-3.762, -1.085, 2.784)  -0.6437
O (-3.261, -2.427, 2.912)  -0.5475
C (-2.409, -2.827, 1.985)  0.4599
O (-2.048, -2.089, 1.060)  0.3799
N (-2.009, -4.069, 2.168)  -0.0870
N (-1.049, -4.644, 1.330)  -0.3290
H (-4.503, -0.979, 3.566)  0.3651
H (-4.215, -0.942, 1.809)  0.2205
H (-2.958, -0.366, 2.917)  0.1953
H (-2.328, -4.548, 2.994)  0.2361
H (-1.192, -5.643, 1.332)  0.3079
H (-0.127, -4.422, 1.676)  0.1534
C (4.860, 2.443, -5.213)  -1.5131
C (3.903, 1.526, -4.493)  0.4737
C (2.851, 2.021, -3.729)  -0.8397
C (1.943, 1.198, -3.082)  0.7387
C (0.839, 1.846, -2.279)  -1.2513
C (2.088, -0.222, -3.200)  0.7032
C (1.209, -1.155, -2.619)  -0.4543
O (0.096, -0.834, -1.929)  -0.0149
C (3.191, -0.734, -3.952)  0.7371
C (3.414, -2.219, -4.087)  -1.7593
C (4.055, 0.140, -4.576)  -0.6624
H (4.537, 3.482, -5.153)  0.3504
H (4.936, 2.168, -6.267)  0.3658
H (5.864, 2.369, -4.788)  0.3088
H (2.731, 3.098, -3.639)  0.2693
H (0.973, 2.929, -2.277)  0.4205
H (0.832, 1.501, -1.246)  -0.0078
H (-0.145, 1.627, -2.696)  0.2687
H (1.416, -2.211, -2.708)  0.3802
H (3.565, -2.691, -3.112)  0.3335
H (4.297, -2.415, -4.693)  0.3717
H (2.560, -2.707, -4.566)  0.3384
H (4.879, -0.261, -5.159)  0.3743
Te (-1.502, -3.687, -1.865)  0.8253
C (-3.257, -4.560, -1.067)  0.5827
C (-4.274, -3.785, -0.527)  0.0012
C (-5.415, -4.404, -0.028)  -0.7246
C (-5.529, -5.787, -0.058)  -0.6620
C (-4.509, -6.558, -0.606)  -0.5621
C (-3.373, -5.945, -1.120)  -0.8025
C (-2.550, -3.445, -3.697)  0.6265
C (-2.237, -4.252, -4.782)  -0.7235
C (-3.042, -4.220, -5.914)  -0.5964
C (-4.151, -3.388, -5.960)  -0.5531
C (-4.457, -2.577, -4.873)  -0.9178
C (-3.660, -2.609, -3.739)  -0.2784
H (-4.186, -2.704, -0.506)  0.1797
H (-6.222, -3.802, 0.377)  0.4653
H (-6.419, -6.266, 0.331)  0.4151
H (-4.598, -7.638, -0.638)  0.4306
H (-2.584, -6.539, -1.569)  0.4415
H (-1.376, -4.910, -4.749)  0.4241
H (-2.802, -4.856, -6.757)  0.4139
H (-4.781, -3.376, -6.839)  0.4048
H (-5.322, -1.924, -4.902)  0.4750
H (-3.909, -1.991, -2.887)  0.5079
N (-2.452, -0.262, -1.094)  -0.9752
C (-3.533, 0.489, -1.549)  0.3367
C (-3.776, 0.601, -2.920)  -0.1051
C (-4.904, 1.261, -3.375)  -0.6741
C (-5.782, 1.855, -2.475)  -0.5846
C (-5.508, 1.804, -1.114)  -0.6297
C (-4.393, 1.127, -0.650)  -0.5804
H (-3.073, 0.153, -3.611)  0.6396
H (-5.095, 1.323, -4.439)  0.4589
H (-6.670, 2.361, -2.832)  0.4187
H (-6.171, 2.293, -0.409)  0.4061
H (-4.165, 1.090, 0.409)  0.3909